Here is 9 unconnected molecules or ions with the total composition C27H74ClN10O16 in a non-equilibrium geometry from OMol25. Energies are from wB97M-V/def2-TZVPD.

- charge = 0
- Kohn-Sham gap (spin up / spin down) (eV) = 7.585 / 2.087
- E_LUMO (spin up / spin down) (hartree) = -0.02231 / -0.22439
- multiplicity = 2
- highest occupied orbital energy (spin up / spin down) (eV) = -8.19 / -8.19

CARTESIAN COORDINATES (ANGSTROEM)
Cl -0.3117 0.5003 -1.9323
O 0.6587 -0.4421 -2.3332
O -0.2835 1.6666 -2.7937
O -1.6897 0.0260 -1.9005
O 0.0825 0.9980 -0.5805
C -2.3176 4.6456 -3.2317
O -1.6694 5.4715 -2.3483
C -2.1431 5.5247 -0.9861
C -1.3033 4.4864 -0.2120
N -1.2115 4.4962 1.2156
C -2.4343 3.9551 1.7038
C -2.5626 4.1229 3.1767
O -3.2829 5.2500 3.4328
C -2.7640 6.5224 3.0244
H -3.3696 4.9144 -3.3273
H -2.3700 3.6120 -2.8893
H -1.8988 4.8409 -4.2188
H -3.2188 5.3716 -1.0722
H -1.9390 6.5011 -0.5467
H -0.2684 4.4740 -0.5539
H -1.6896 3.5082 -0.4982
H -0.5311 3.7673 1.3765
H -2.3870 2.9119 1.3911
H -3.3411 4.3391 1.2366
H -1.5813 4.3123 3.6117
H -3.0383 3.2681 3.6575
H -3.2288 7.3645 3.5371
H -3.2018 6.5263 2.0261
H -1.6779 6.6029 2.9793
C 1.1845 -1.4604 -6.2503
O -0.1691 -1.8338 -6.5893
C -1.0509 -2.0323 -5.4807
C -1.1394 -3.4421 -4.7812
N -2.2411 -4.1735 -5.5172
C -2.2209 -5.6463 -5.2648
C -2.5164 -5.9796 -3.8265
O -2.0580 -7.3174 -3.4558
C -0.6623 -7.5051 -3.3217
H 1.5086 -2.2007 -5.5189
H 1.2210 -0.4794 -5.7766
H 1.7470 -1.2941 -7.1690
H -1.9897 -1.5288 -5.7118
H -0.7670 -1.4283 -4.6189
H -1.2803 -3.2301 -3.7214
H -0.2247 -4.0111 -4.9478
H -2.1305 -4.0622 -6.5149
H -1.2767 -6.0993 -5.5671
H -3.0470 -6.0524 -5.8485
H -3.5955 -5.9531 -3.6751
H -2.0534 -5.3364 -3.0782
H 0.0515 -7.3764 -4.1353
H -0.5485 -8.5166 -2.9317
H -0.4017 -6.7595 -2.5705
C 0.1553 -5.4962 3.9640
O 1.0542 -4.7781 4.8331
C 1.4924 -3.5084 4.1752
C 1.8249 -2.3852 5.1432
N 2.4912 -1.2551 4.5089
C 2.3996 -0.0909 5.3543
C 1.0372 0.5976 5.3287
O 0.8247 1.2817 4.0428
C 0.3560 0.3715 3.0236
H 0.6639 -5.9586 3.1181
H -0.5684 -4.8021 3.5365
H -0.4283 -6.2314 4.5180
H 0.6045 -3.1127 3.6822
H 2.3707 -3.6507 3.5455
H 2.4954 -2.9520 5.7891
H 0.8627 -2.1542 5.6002
H 3.4756 -1.4743 4.4533
H 3.1092 0.5499 4.8311
H 2.8866 -0.3339 6.2988
H 0.9655 1.3926 6.0710
H 0.1476 -0.0242 5.4289
H -0.4085 -0.3158 3.3859
H 1.2626 0.0158 2.5341
H -0.2348 0.9467 2.3106
C 5.5699 -2.7333 5.8267
O 5.1032 -2.3768 4.5174
C 6.2120 -2.1575 3.6338
C 5.5355 -1.5374 2.3883
N 4.8048 -0.2891 2.7157
C 4.3457 0.3434 1.4961
C 3.4053 -0.4814 0.5387
O 4.3471 -1.1625 -0.3433
C 3.8638 -1.6021 -1.5891
H 4.8217 -3.0322 6.5609
H 6.1159 -1.9163 6.2983
H 6.1795 -3.6352 5.7723
H 6.7684 -3.0624 3.3893
H 7.0155 -1.5685 4.0760
H 4.7855 -2.2426 2.0302
H 6.2309 -1.3158 1.5787
H 3.9232 -0.4843 3.1682
H 5.1764 0.7580 0.9250
H 3.8569 1.2517 1.8484
H 2.7998 0.1826 -0.0783
H 2.7940 -1.1722 1.1195
H 4.5251 -2.1906 -2.2250
H 3.6137 -0.7786 -2.2579
H 2.9566 -2.1573 -1.3504
C -3.4879 0.0108 1.9160
O -4.0588 1.0064 1.5633
N -2.6388 -0.6951 1.3171
N -3.7125 -0.6142 3.0234
H -2.1532 -1.4808 1.7258
H -2.2376 -0.2444 0.5072
H -4.2381 -0.0835 3.7033
H -3.2357 -1.4716 3.2634
C -5.1267 2.1266 -2.7704
O -4.7788 2.5857 -3.8354
N -4.3714 1.4330 -1.9169
N -6.3685 2.0701 -2.4042
H -4.6823 1.1592 -0.9957
H -3.4314 1.1310 -2.1297
H -6.4434 1.9334 -1.4063
H -7.0958 2.5717 -2.8937
C 1.7890 5.3905 -3.4805
O 2.7407 5.0195 -4.1040
N 0.9393 4.5769 -2.9216
N 1.5984 6.6496 -3.1268
H 0.0934 5.0044 -2.5727
H 1.0023 3.6016 -3.1763
H 2.1456 7.3548 -3.5993
H 0.9358 6.8093 -2.3815
O -2.5831 1.8155 -5.5097
H -2.0642 1.5360 -4.7555
H -3.4919 1.7133 -5.2269

=====

Here is C4H7P3 in the gas phase in a non-equilibrium geometry from OMol25. Energies are from wB97M-V/def2-TZVPD.

- charge = 0
- SMILES = CC#P=[PH]=P#CC
- Kohn-Sham gap (spin up / spin down) (eV) = 6.494 / 7.041
- E_LUMO (spin up / spin down) (hartree) = -0.02471 / -0.01394
- relative energy (zero: lowest compared OMol25 entry of this formula, charge and spin) (eV) = 4.784
- multiplicity = 1
- highest occupied orbital energy (spin up / spin down) (eV) = -7.17 / -7.42

CARTESIAN COORDINATES (ANGSTROEM)
C 1.0688 2.4529 0.0163
C -0.2314 1.9012 0.2654
P -1.6999 1.7421 0.8450
P -2.6371 0.2498 -0.4778
P -1.7921 -1.7200 0.3085
C -0.2955 -1.7322 -0.2168
C 0.9916 -2.4458 -0.2553
H 1.7409 2.6334 0.8820
H 1.1310 3.1706 -0.7266
H 1.5862 1.5049 -0.4160
H -3.7160 0.1979 0.2893
H 1.0961 -3.1433 -1.0607
H 1.0148 -3.1506 0.5443
H 1.7426 -1.6608 0.0024

=====

Here is a molecular structure, C4H12BrO2S2 in a non-equilibrium geometry from OMol25. Energies are from wB97M-V/def2-TZVPD.

- charge = -1
- Kohn-Sham gap (eV) = 4.644
- E_LUMO (hartree) = 0.11676
- relative energy (zero: lowest compared OMol25 entry of this formula, charge and spin) (eV) = 4.079
- multiplicity = 1
- highest occupied orbital energy (eV) = -1.47

CARTESIAN COORDINATES (ANGSTROEM)
Br -0.3403 -0.1966 -0.8797
C 0.5189 2.6802 -2.3216
S 0.9794 2.5651 -0.5288
O -0.2528 1.9118 0.1716
C 2.2935 1.2066 -0.7509
H 1.4823 3.0313 -2.6914
H -0.3136 3.3488 -2.5409
H 0.4057 1.7358 -2.8539
H 1.9888 0.5422 -1.5595
H 2.4593 0.5848 0.1289
H 3.2343 1.7158 -0.9598
C 0.0895 -2.1455 1.2907
S -1.1488 -0.9516 2.0015
O -1.3088 0.2598 1.0709
C -2.4969 -2.1153 1.7691
H -0.1316 -2.2638 0.2299
H -0.0328 -3.0754 1.8461
H 1.0302 -1.6049 1.3949
H -2.7510 -2.3136 0.7278
H -3.4551 -1.8485 2.2150
H -2.2504 -3.0669 2.2401

=====

Here is 7 unconnected molecules or ions with the total composition C12H32BF16N4O4P2 in a non-equilibrium geometry from OMol25. Energies are from wB97M-V/def2-TZVPD.

- charge = +2
- Kohn-Sham gap (spin up / spin down) (eV) = 7.128 / 3.304
- E_LUMO (spin up / spin down) (hartree) = -0.31789 / -0.45840
- multiplicity = 2
- highest occupied orbital energy (spin up / spin down) (eV) = -15.78 / -15.78

CARTESIAN COORDINATES (ANGSTROEM)
C -2.3574 -3.4794 1.3709
C -3.2164 -2.6921 2.3549
O -4.1785 -3.2133 2.8629
N -2.6949 -1.2704 2.7221
H -2.3129 -1.1436 3.6485
H -1.9765 -0.9747 2.0767
C -3.7391 -0.1894 2.6727
H -2.1475 -2.9341 0.4507
H -2.9591 -4.3398 1.0779
H -1.4075 -3.8139 1.7877
H -3.8509 0.3889 1.7555
H -3.3874 0.5165 3.4250
H -4.7056 -0.5503 3.0243
C 0.3991 -4.1780 -2.4126
C 0.9106 -3.6342 -3.6909
O 1.8974 -4.0724 -4.2838
N 0.0975 -2.4505 -4.2054
H -0.6278 -2.4445 -3.5025
H 0.6102 -1.6022 -4.0116
C -0.3872 -2.6119 -5.7063
H 1.1082 -4.3363 -1.6001
H -0.0756 -5.1305 -2.6484
H -0.3738 -3.5360 -1.9902
H -0.7792 -3.6124 -5.8890
H 0.5771 -2.5200 -6.2061
H -1.1060 -1.8774 -6.0696
C 1.4197 0.3063 3.8161
C 2.5162 1.3122 4.2003
O 2.3528 2.5376 4.2593
N 3.8750 0.7325 4.5423
H 3.7777 -0.1808 4.9624
H 4.4651 0.7346 3.7226
C 4.6384 1.4105 5.6778
H 0.4349 0.7576 3.6952
H 1.2630 -0.3176 4.6960
H 1.6518 -0.3722 2.9951
H 5.0494 2.3838 5.4099
H 5.4371 0.7439 6.0032
H 3.9695 1.6273 6.5107
C 1.2129 3.2746 -0.7768
C -0.0836 2.9987 -1.7465
O -0.2881 3.7640 -2.6977
N -0.6267 1.6413 -1.7319
H 0.1015 1.1388 -2.2191
H -0.7332 1.2678 -0.7996
C -1.9178 1.5021 -2.5668
H 2.1739 2.7726 -0.8890
H 0.9078 2.9849 0.2287
H 1.6145 4.2878 -0.7980
H -2.7544 1.2794 -1.9046
H -1.8540 0.6334 -3.2221
H -1.9829 2.4061 -3.1723
P 2.5143 0.2752 -3.9441
F 4.1110 0.1236 -3.3872
F 2.4857 1.8734 -3.6009
F 3.0941 0.4369 -5.4676
F 1.0065 0.2701 -4.6126
F 2.5709 -1.2878 -4.2317
F 2.0896 0.0052 -2.3843
P -2.5537 3.7239 1.4316
F -1.0847 4.1374 0.9870
F -2.9847 3.6191 -0.1824
F -2.0075 2.1930 1.4047
F -3.9322 3.1331 1.9110
F -2.2028 4.0662 2.9507
F -3.1087 5.1767 1.4499
B 0.0498 -0.7022 0.4664
F 0.0403 -1.7783 1.3977
F 0.5608 -1.1146 -0.6911
F -1.2262 -0.3794 0.2840
F 0.6398 0.3032 1.0102

=====

Here is a molecular structure, C18H22N4O2 in a non-equilibrium geometry from OMol25. Energies are from wB97M-V/def2-TZVPD.

- charge = 0
- Kohn-Sham gap (eV) = 8.216
- E_LUMO (hartree) = 0.01512
- relative energy (zero: lowest compared OMol25 entry of this formula, charge and spin) (eV) = 15.868
- multiplicity = 1
- highest occupied orbital energy (eV) = -7.80

CARTESIAN COORDINATES (ANGSTROEM)
C 4.9670 0.1398 -1.4004
C 4.1098 0.8057 -0.5175
H 3.6239 1.7451 -1.0427
H 4.5720 1.1813 0.3085
C 2.8763 -0.3034 -0.1026
C 2.0946 0.6330 1.1486
O 2.4642 0.7319 2.3934
N 1.0319 1.4396 0.5441
C 0.3331 1.2960 -0.6389
N -0.5763 1.8729 -0.9598
C -1.3538 3.1092 -0.1423
H -0.7070 3.7266 0.1966
H -1.9146 3.2685 -0.9739
C -2.1595 2.3552 0.9662
C -2.9780 1.1187 0.2295
C -4.1871 1.1847 -0.2475
N -4.4648 -0.1906 -0.7385
C -3.6334 -0.9990 -0.2611
C -3.4462 -2.2163 -0.5740
C -2.5333 -2.9563 0.1901
C -1.5732 -2.3370 0.7225
C -1.6842 -0.8721 1.1371
C -2.6133 -0.1334 0.4504
H -0.8715 -0.4181 1.7423
H -0.7327 -2.7343 1.0238
H -2.3518 -4.0526 -0.0477
H -4.3009 -3.0258 -1.0781
H -5.2766 -0.0707 -1.3776
H -4.7782 2.0464 -0.5136
H -1.5286 1.8538 1.8191
H -2.8348 3.1469 1.2770
N 0.8655 0.2620 -1.4902
C 2.0018 -0.4841 -1.1013
O 2.1981 -1.5748 -1.8824
H 0.3029 0.0190 -2.1788
H 0.6841 2.2556 1.3782
C 3.4791 -1.3710 0.5363
C 2.3761 -2.2362 1.6050
H 1.8304 -1.6759 2.1399
H 2.7177 -3.0115 1.8740
H 1.7423 -2.6554 0.7453
H 4.0237 -0.9865 1.7110
H 3.8774 -1.9942 -0.0253
H 5.5261 -0.6909 -0.9388
H 4.2686 -0.3478 -2.3224
H 5.6859 0.8311 -1.9823

=====

Here is 3 unconnected molecules or ions with the total composition C45H44N3O6 in a non-equilibrium geometry from OMol25. Energies are from wB97M-V/def2-TZVPD.

- charge = +1
- Kohn-Sham gap (eV) = 8.519
- E_LUMO (hartree) = -0.10758
- multiplicity = 1
- highest occupied orbital energy (eV) = -11.45

CARTESIAN COORDINATES (ANGSTROEM)
C 3.1452 -2.7479 -2.1689
C 2.9950 -1.5813 -1.8175
C 2.7970 -0.3029 -0.9500
C 1.6474 0.5740 -1.5768
N 0.4775 0.1510 -2.2160
C -0.2982 1.2944 -2.6126
C 0.5273 2.4290 -2.1442
C -0.0529 3.8731 -2.3960
C -1.3462 4.0284 -1.4273
C -2.7048 3.8064 -2.2561
C -3.5745 2.5684 -1.6926
N -4.8453 3.0007 -1.0672
C -4.6523 3.5400 0.3064
C -5.8320 1.9140 -0.9765
C -5.6433 0.5574 -0.1861
O -6.9086 2.0910 -1.5397
N 1.7322 1.9740 -1.5326
C 2.7775 2.8833 -1.0052
C 2.9910 2.7998 0.5669
C 3.5338 4.1302 1.2342
C 2.7346 5.4505 0.8491
O 2.7393 6.4524 1.8795
H 3.4364 -3.7131 -2.6562
H 2.4963 -0.5286 0.1262
H 3.7172 0.3560 -0.8846
H 0.1732 -0.8187 -2.3918
H -1.2850 1.3094 -3.1542
H -0.3264 4.0350 -3.4786
H 0.6903 4.6977 -2.1263
H -1.2913 5.0255 -0.8972
H -1.2927 3.1700 -0.6776
H -2.4988 3.6940 -3.3710
H -3.3385 4.7348 -2.1075
H -3.8571 1.9446 -2.6103
H -2.9729 1.8825 -1.0127
H -3.6889 4.1300 0.3993
H -4.6906 2.7466 1.1256
H -5.5037 4.2598 0.5374
H -4.6890 0.5938 0.4315
H -6.4915 0.3974 0.5578
H -5.6721 -0.3388 -0.8869
H 3.7645 2.6362 -1.5195
H 2.4993 3.9288 -1.3648
H 3.7959 2.0054 0.7406
H 2.0748 2.4386 1.1332
H 3.5581 4.0849 2.3722
H 4.6159 4.3001 0.9140
H 3.2603 5.9135 -0.0586
H 1.6895 5.1579 0.5101
H 2.8547 7.3145 1.4263
C 3.9395 -3.1158 7.9882
C 3.4912 -3.6499 6.7826
C 3.0626 -2.8079 5.7652
C 3.0694 -1.4274 5.9539
C 3.4961 -0.8934 7.1716
C 3.9418 -1.7409 8.1835
C 3.4626 0.5708 7.4049
O 3.8373 1.0376 8.4627
C 2.9558 1.4562 6.3280
C 2.8636 2.8297 6.5504
C 2.4027 3.6677 5.5426
C 2.0410 3.1371 4.3070
C 2.1264 1.7698 4.0848
C 2.5745 0.9253 5.0964
C 2.6272 -0.5366 4.8564
O 2.3059 -0.9980 3.7732
H 4.2826 -3.7741 8.7787
H 3.4782 -4.7243 6.6363
H 2.7193 -3.2290 4.8267
H 4.2869 -1.3310 9.1262
H 3.1470 3.2480 7.5100
H 2.3269 4.7352 5.7184
H 1.6874 3.7915 3.5173
H 1.8386 1.3617 3.1220
C -2.7995 -7.6280 -7.2161
C -4.0619 -7.0428 -7.1538
C -4.3150 -6.0296 -6.2387
C -3.3093 -5.6054 -5.3733
C -2.0506 -6.2090 -5.4195
C -1.7956 -7.2134 -6.3511
C -0.9860 -5.8025 -4.4724
O 0.1126 -6.3237 -4.5127
C -1.2837 -4.7533 -3.4659
C -0.3119 -4.4010 -2.5319
C -0.5761 -3.4101 -1.5933
C -1.8102 -2.7618 -1.5917
C -2.7830 -3.1148 -2.5184
C -2.5252 -4.1177 -3.4508
C -3.5843 -4.5114 -4.4129
O -4.6621 -3.9476 -4.4078
H -2.6007 -8.4129 -7.9375
H -4.8484 -7.3765 -7.8216
H -5.2983 -5.5740 -6.1981
H -0.8164 -7.6764 -6.4006
H 0.6512 -4.8996 -2.5300
H 0.1802 -3.1402 -0.8630
H -2.0143 -1.9832 -0.8631
H -3.7436 -2.6110 -2.5101

=====

Here is 2 unconnected molecules or ions with the total composition C8H10O2 in a non-equilibrium geometry from OMol25. Energies are from wB97M-V/def2-TZVPD.

- charge = 0
- SMILES = c1ccccc1.CC(=O)O
- Kohn-Sham gap (eV) = 9.811
- E_LUMO (hartree) = 0.02128
- relative energy (zero: lowest compared OMol25 entry of this formula, charge and spin) (eV) = 3.024
- multiplicity = 1
- highest occupied orbital energy (eV) = -9.23

CARTESIAN COORDINATES (ANGSTROEM)
C -1.8440 1.2487 -0.6848
C -2.4419 0.1434 -1.2975
C -2.8419 -0.9244 -0.5638
C -2.5242 -0.9907 0.8210
C -1.7729 0.0335 1.4658
C -1.7181 1.2136 0.7760
H -1.6116 2.2479 -0.9269
H -2.2746 -0.1739 -2.5229
H -3.3009 -1.8092 -1.0503
H -2.4823 -1.9362 1.4179
H -1.3550 -0.2517 2.4687
H -1.4444 2.0117 1.3498
C 2.1070 -1.3215 -0.3824
C 2.9751 -0.1287 -0.1128
O 4.0555 -0.1393 0.4624
O 2.4671 1.0948 -0.3853
H 2.7858 -2.2667 -0.2893
H 1.1427 -1.4410 0.0677
H 1.7261 -1.5022 -1.4912
H 2.9976 1.8350 0.2311

=====

Here is a molecular structure, C27H25AsF5IrN3O2PS4 from OMol25. Energies are from wB97M-V/def2-TZVPD.

- charge = -1
- Kohn-Sham gap (spin up / spin down) (eV) = 6.828 / 5.495
- E_LUMO (spin up / spin down) (hartree) = 0.08698 / 0.03897
- relative energy (zero: lowest compared OMol25 entry of this formula, charge and spin) (eV) = 0.000
- multiplicity = 2
- highest occupied orbital energy (spin up / spin down) (eV) = -4.46 / -4.43

CARTESIAN COORDINATES (ANGSTROEM)
Ir 0.2896 0.9795 1.4976
S 2.1042 -3.1806 2.9667
As 0.8351 -1.8864 4.0683
S 1.7898 1.5267 3.2552
S -0.6495 -0.7554 2.8242
S 2.3242 -0.0181 4.3571
O 0.8065 4.2964 -0.9938
C 0.4268 3.2709 -0.4626
O 1.1236 2.5743 0.3836
C -0.9650 2.7027 -0.8173
P -0.8810 0.9105 -0.4940
C -2.5542 0.2443 -0.7418
C -3.6556 1.0846 -0.8718
C -4.9302 0.5559 -1.0121
C -5.1173 -0.8180 -1.0221
C -4.0234 -1.6630 -0.8952
C -2.7506 -1.1339 -0.7564
C -0.0004 0.3424 -2.0009
C -0.6536 -0.3136 -3.0441
C 0.0385 -0.6846 -4.1887
C 1.3886 -0.3928 -4.3156
C 2.0353 0.2958 -3.3004
C 1.3450 0.6651 -2.1562
H -1.2134 2.9465 -1.8488
H -1.6878 3.1690 -0.1459
H -3.5297 2.1588 -0.8499
H -5.7785 1.2222 -1.1026
H -6.1134 -1.2298 -1.1232
H -4.1605 -2.7369 -0.8974
H -1.8945 -1.7889 -0.6642
H -1.7056 -0.5494 -2.9711
H -0.4849 -1.2008 -4.9841
H 1.9282 -0.6854 -5.2078
H 3.0821 0.5572 -3.3968
H 1.8389 1.2345 -1.3854
C 1.5599 -4.2209 -0.3647
C 0.2814 -3.4579 -0.0775
N 0.5138 -2.0321 0.1419
C 1.7459 -1.4535 0.1510
N 1.8899 -0.2675 0.6894
C 3.2331 0.3005 0.6133
C 4.2735 -0.7717 0.8727
C 4.1557 -1.7842 -0.2454
N 2.7548 -2.1116 -0.4788
C 2.4624 -3.3361 -1.2027
H 1.3266 -5.1496 -0.8888
H 2.0692 -4.4570 0.5692
H -0.2150 -3.8594 0.8083
H -0.4006 -3.5764 -0.9282
H -0.0550 -1.6471 0.8995
H 3.3095 1.1132 1.3299
H 3.4226 0.7410 -0.3743
H 4.0691 -1.2501 1.8325
H 5.2791 -0.3479 0.8881
H 4.6819 -2.7094 0.0080
H 4.5977 -1.3883 -1.1684
H 3.4132 -3.8303 -1.4019
H 2.0020 -3.1060 -2.1720
F -2.9321 0.7332 2.1614
C -2.4615 1.9482 2.4950
C -1.1184 2.2704 2.3088
C -0.8028 3.5600 2.7297
F 0.4486 4.0369 2.6140
C -1.7171 4.4513 3.2712
F -1.3324 5.6778 3.6528
C -3.0352 4.0766 3.4216
F -3.9344 4.9230 3.9435
C -3.4075 2.8070 3.0287
F -4.6852 2.4184 3.1696

=====

Look up the charge of the fourth one. +2